[1]
Below is C19H20N2O4 in the gas phase, with properties calculated with ωB97M-V with the def2-TZVPD basis set.

Values from the calculation:
HOMO level = -8.15 eV
SMILES = COc1ccc(CNC(=O)[C@H]2CC(c3ccc(OC)cc3)=NO2)cc1

The geometry in ORCA input format:
```
! RIJCOSX wB97M-V def2-TZVPD def2/J DEFGRID3
* xyz 0 1
C 1.582 -1.259 0.826
H 6.497 2.023 -0.038
H -0.303 -0.873 1.912
N 1.811 1.056 0.797
C 4.608 1.106 0.284
O -0.709 -1.995 -0.732
H 4.086 2.043 0.395
O 0.488 0.823 1.059
H 4.014 -2.225 0.327
H -9.442 0.480 1.315
C 5.906 -1.317 0.007
H -5.857 -2.011 0.963
H -6.690 1.869 -0.622
H 9.768 0.537 -0.637
C -4.298 -1.118 -0.208
H -2.426 0.866 -2.252
H -4.488 1.922 -1.655
C -0.717 -0.907 -0.193
H 8.739 1.482 0.468
C -3.901 -0.011 -0.954
H -2.327 -0.910 -2.105
H -3.620 -1.952 -0.100
C 6.633 -0.128 -0.100
O -7.628 -0.226 0.868
N -1.505 0.118 -0.540
C -2.525 0.021 -1.566
C -8.570 0.812 0.756
H 1.883 -1.842 1.698
C -6.424 -0.085 0.247
C -5.539 -1.157 0.385
H -8.854 0.987 -0.287
O 7.962 -0.267 -0.337
C 5.966 1.088 0.040
C 8.754 0.891 -0.453
C 4.552 -1.294 0.249
H 8.433 1.516 -1.293
C -6.033 1.023 -0.495
C 3.878 -0.078 0.394
H -8.195 1.744 1.191
C -4.778 1.052 -1.082
H 6.436 -2.250 -0.106
H 1.588 -1.907 -0.052
H -1.423 0.980 -0.021
C 0.216 -0.589 0.989
C 2.457 -0.037 0.659
*
```



[2]
Below is a 2-piece molecular cluster, C10H13N3S2 overall, with properties calculated with ωB97M-V with the def2-TZVPD basis set.

Values from the calculation:
HOMO level (spin up / spin down) = -7.98 / -7.98 eV

The geometry in ORCA input format:
```
! RIJCOSX wB97M-V def2-TZVPD def2/J DEFGRID3
* xyz 0 1
C -1.145 1.789 -0.531
H -4.205 3.026 -1.492
H -1.486 -1.246 0.084
C -0.342 0.790 1.679
S -0.737 2.318 2.542
C -1.367 1.379 3.892
N -1.055 0.119 3.827
N -2.242 3.523 -1.375
H -0.198 3.756 -0.765
C 1.137 0.092 -1.605
H 0.427 0.770 -2.075
H 1.293 -0.797 -2.164
N 0.191 0.694 0.524
C -3.189 2.686 -1.342
C 1.484 -1.169 0.528
C -0.636 -0.233 2.583
H -0.341 -2.245 -0.871
H 2.033 0.494 -1.265
C 0.470 -0.450 -0.315
C -1.124 3.076 -0.769
H 2.179 -0.457 1.079
H -0.268 -1.268 2.445
H 1.235 -2.010 1.149
H 2.207 -1.664 -0.129
C -0.721 -1.276 -0.721
H -1.557 1.912 4.746
S -2.746 1.139 -0.699
H -1.154 -0.870 -1.668
*
```



[3]
Below is C56H50BrN5O3P2S2Sn as an isolated structure, with properties calculated with ωB97M-V with the def2-TZVPD basis set.

Values from the calculation:
HOMO level = -7.42 eV

The geometry in ORCA input format:
```
! RIJCOSX wB97M-V def2-TZVPD def2/J DEFGRID3
* xyz 0 1
C -1.162 2.196 -4.623
C 0.696 -3.018 5.307
C 1.435 1.757 -2.666
N 3.341 0.337 3.886
H -3.796 -0.945 2.208
H 5.410 -4.130 -2.493
H 5.326 -0.372 -2.462
H 3.160 0.995 -5.475
C -1.076 2.553 1.801
C 0.431 -4.353 -0.857
C 3.105 -1.731 -1.791
H 3.208 -2.911 -4.221
C -4.101 2.979 0.581
H 1.276 5.362 3.047
C -1.731 4.273 -2.246
C 3.233 -4.593 1.514
H 1.181 6.735 -1.750
H 1.712 -6.640 -1.215
C 2.309 -0.096 3.113
C 0.093 -2.687 3.968
H 4.034 0.875 3.393
H -1.739 3.988 0.352
H -0.212 1.364 3.359
H 5.037 1.787 -4.076
C -5.066 3.513 -0.253
C -1.969 5.636 -2.273
C -3.176 1.019 2.783
H -5.653 4.359 0.079
H 6.409 -1.774 -2.567
H 1.597 4.320 -1.652
N 1.512 -0.982 3.774
P -2.086 1.108 1.295
C -1.282 1.546 -3.394
H 4.627 2.384 -1.708
H -4.325 2.709 5.486
H 4.749 -3.722 -0.899
H 4.950 -2.690 -4.480
H -1.873 -6.809 3.258
H 3.661 -7.578 0.070
S -2.593 -0.114 -1.623
C 3.269 -6.591 0.278
C -2.900 -5.151 2.362
H -3.606 -3.295 1.559
C -0.985 -3.553 3.449
C -0.921 6.530 -2.103
H 3.677 -4.333 -2.163
C -3.054 0.180 -4.328
C -3.550 1.355 -1.095
N -1.928 -2.989 2.697
H 1.298 3.147 4.153
O -3.626 -1.148 -1.849
C -3.325 1.892 0.171
C 0.616 4.577 2.703
H 5.634 -1.348 -1.026
S 2.135 0.564 1.599
C 4.035 1.748 -3.668
C 2.139 -1.249 -1.232
H -1.106 7.595 -2.133
C -5.292 2.955 -1.504
C 1.673 -4.836 -0.095
H -2.727 2.942 3.642
C -0.943 -4.923 3.690
C -1.911 -5.736 3.124
H -4.722 1.424 -2.887
O -0.006 -3.185 -0.617
H -2.975 6.001 -2.433
H 4.657 -6.162 1.884
H 1.883 -1.294 4.665
H 1.748 -3.296 5.207
H -6.048 3.370 -2.157
C -0.214 2.334 2.877
C -2.862 -3.776 2.178
C -4.813 -0.282 3.985
C -2.259 0.568 -3.263
H -3.940 3.407 1.560
H 3.879 -1.282 -4.340
H -1.877 2.353 -6.630
H 0.169 -3.837 5.786
C 2.981 1.316 -4.457
C 5.498 -1.386 -2.107
C 4.296 -2.273 -2.458
C 0.358 6.045 -1.886
C -1.082 3.797 1.185
C 2.191 -6.086 -0.423
C 0.597 4.679 -1.842
C 4.548 -3.706 -1.972
H -5.665 0.644 5.722
C -3.927 -0.146 2.928
H -3.672 -5.737 1.886
C -1.973 1.835 -5.685
C 3.801 2.101 -2.348
C 2.512 2.095 -1.845
C -2.904 0.812 -5.550
N 2.196 -4.094 0.883
C -3.317 2.039 3.722
O -0.072 -5.164 -1.626
Br 3.959 -3.521 2.916
H 2.331 2.336 -0.804
H 3.689 -0.261 4.621
C -0.441 3.775 -2.044
N 0.495 -1.704 3.251
C 1.688 1.305 -3.957
H -0.142 -5.359 4.270
Sn 0.291 -1.026 -0.035
H -5.398 -1.188 4.085
H 0.892 0.932 -4.582
C -4.543 1.870 -1.919
C 0.627 3.336 3.325
H -0.248 5.767 1.143
P -0.237 1.939 -1.933
H -0.443 2.997 -4.736
H 0.636 -2.152 5.971
H -3.534 0.533 -6.383
C -4.961 0.744 4.906
H -3.788 -0.599 -4.165
C 4.069 -2.290 -3.975
C -0.236 4.803 1.635
H -2.558 3.587 -2.375
C -4.209 1.901 4.775
C 3.821 -5.823 1.291
*
```



[4]
Below is C21H23ClN2O6S in the gas phase, with properties calculated with ωB97M-V with the def2-TZVPD basis set.

Values from the calculation:
HOMO level = -7.94 eV
SMILES = O=C(COc1ccc(S(=O)(=O)NC2CCCCC2)cc1Cl)Nc1ccc2c(c1)OCO2

The geometry in ORCA input format:
```
! RIJCOSX wB97M-V def2-TZVPD def2/J DEFGRID3
* xyz 0 1
N 4.054 -0.263 0.591
H 2.134 -2.769 -0.443
H -9.749 2.921 -1.247
C -6.033 -0.560 -0.027
H 8.030 -0.214 1.498
C 1.418 -1.967 -0.519
C 1.874 -0.701 -0.820
O 3.832 0.798 -1.758
H 3.341 0.299 1.037
C -7.451 1.321 -0.256
O -7.864 2.606 -0.476
C 6.871 2.264 1.124
H 7.787 1.817 -0.766
H 5.555 0.000 1.973
C 7.934 1.563 0.285
C -0.350 0.144 -0.767
C -9.267 2.595 -0.312
C 7.833 0.050 0.456
O -9.692 1.290 0.011
H 6.354 -1.515 0.177
O 4.226 -1.618 -1.547
H -9.547 3.287 0.499
C 6.440 -0.434 0.061
H 6.931 3.344 0.979
C -8.558 0.521 0.040
H 4.725 2.261 1.368
H -4.013 -0.387 -0.300
H 8.927 1.907 0.581
H -2.578 -3.209 -0.779
C -4.294 -2.323 0.154
S 3.632 -0.426 -1.030
C -6.181 0.809 -0.296
C 1.000 0.364 -0.950
H 7.050 2.058 2.183
N -4.728 -1.067 -0.071
H -0.287 -3.182 -0.104
Cl -1.477 1.437 -0.918
O -2.179 -1.227 -0.296
H -6.986 -2.402 0.469
H 8.581 -0.446 -0.164
H -5.333 1.434 -0.525
O -4.969 -3.286 0.441
C 5.477 1.772 0.742
C -0.839 -1.136 -0.454
C -8.418 -0.819 0.304
H 5.265 2.017 -0.300
C 5.384 0.254 0.917
H -9.272 -1.434 0.531
H -2.385 -2.872 0.958
C -2.768 -2.472 0.011
C -7.133 -1.355 0.267
C 0.063 -2.189 -0.335
H 6.250 -0.199 -0.987
H 1.383 1.338 -1.208
*
```



[5]
Below is C5H6N2O in the gas phase, with properties calculated with ωB97M-V with the def2-TZVPD basis set.

Values from the calculation:
HOMO level = -9.44 eV
SMILES = CC(=O)c1ncc[nH]1

The geometry in ORCA input format:
```
! RIJCOSX wB97M-V def2-TZVPD def2/J DEFGRID3
* xyz 0 1
H -1.937 -1.198 -0.206
O -1.875 1.490 0.938
C 0.060 0.546 0.061
C -1.279 0.468 0.594
H -1.379 -1.604 1.070
C -1.971 -0.815 0.711
H 3.217 1.586 -0.217
H -3.002 -0.645 1.372
H 2.364 -0.583 -1.517
H 0.106 -1.273 -1.298
N 1.015 1.469 0.376
C 1.933 -0.041 -0.919
N 0.607 -0.440 -0.704
C 2.140 1.040 -0.261
*
```



[6]
Below is C17H20F5OPb as an isolated structure, with properties calculated with ωB97M-V with the def2-TZVPD basis set.

Values from the calculation:
HOMO level = -3.87 eV

The geometry in ORCA input format:
```
! RIJCOSX wB97M-V def2-TZVPD def2/J DEFGRID3
* xyz -1 1
Pb -0.079 0.203 -0.499
C -1.054 1.477 2.189
C 0.122 -4.312 -1.028
C 0.392 1.053 -3.698
C -0.009 1.813 -2.433
C 2.893 0.279 -0.519
H -1.573 -0.548 3.009
H 2.054 -0.248 2.689
C -1.589 2.209 1.084
C -2.583 1.390 0.452
F 0.942 2.770 -2.168
H -1.718 -4.481 1.164
F 0.696 1.874 -4.723
H -3.225 1.685 -0.375
C -1.475 -3.478 0.798
F 1.492 0.268 -3.456
H 0.561 -3.946 -1.961
H -0.111 -5.374 -1.147
C 2.619 -1.120 -0.506
C -2.659 0.158 1.177
H -0.618 -3.111 1.386
H -2.336 -2.830 0.982
H -1.692 -2.197 -3.202
O -0.939 -1.891 -1.282
H -2.146 -4.424 -2.428
H -1.344 3.234 0.813
H 2.834 1.816 1.118
F -1.192 2.464 -2.652
H -2.871 -1.548 -2.001
H -0.320 1.845 2.901
H 0.868 -4.222 -0.226
H -3.370 -0.645 0.991
C 2.661 0.785 0.791
H 2.032 -2.492 1.174
C -2.029 -2.237 -2.155
H 2.761 -1.812 -1.342
H 3.300 0.845 -1.363
C -1.145 -3.613 -0.648
C 2.232 -1.476 0.818
F -0.629 0.239 -4.083
C -2.299 -3.678 -1.656
H -3.273 -3.764 -1.170
C -1.713 0.213 2.245
C 2.254 -0.298 1.613
*
```



| no. | maximum force (eV Å⁻¹) |
| --- | --- |
| 1 | 1.09 |
| 2 | 8.17 |
| 3 | 1.58 |
| 4 | 1.26 |
| 5 | 9.69 |
| 6 | 3.76 |